C47H37F3HgN6O4PS | ωB97M-V with the def2-TZVPD basis set

Each line ends with the Löwdin spin population.
Positions of all 100 atoms, in Å:
Hg: 10.61159 -14.91396 5.64893  0.0088
O: 8.45376 -16.62648 1.46040  0.0001
C: 7.85248 -16.66033 2.54405  0.0002
N: 7.67545 -15.65131 3.39887  -0.0002
C: 7.41548 -14.45326 2.95444  0.0000
O: 7.15841 -14.07473 1.80097  0.0000
C: 7.43458 -13.35759 4.11036  0.0000
C: 6.47417 -12.33269 3.97878  0.0000
C: 6.49999 -11.36385 4.99410  0.0000
C: 7.46929 -11.47636 5.99612  0.0000
C: 8.32925 -12.57386 5.97770  0.0000
N: 8.28326 -13.49100 5.09796  -0.0002
C: 7.36639 -18.03559 3.03196  0.0021
C: 7.12975 -18.94254 2.01716  0.0011
C: 6.56194 -20.14450 2.38260  0.0001
C: 6.22894 -20.35748 3.67798  0.0004
C: 6.46458 -19.37274 4.61613  0.0004
N: 7.06767 -18.23989 4.29320  0.0024
H: 5.69228 -12.28449 3.31512  0.0000
H: 5.70383 -10.67369 5.12632  0.0000
H: 7.35737 -10.99731 6.86361  0.0000
H: 8.95876 -12.78793 6.71457  0.0000
H: 7.33484 -18.67805 0.97685  0.0000
H: 6.39509 -20.96485 1.54220  0.0000
H: 5.78823 -21.50373 3.89182  0.0000
H: 6.19038 -19.55047 5.63316  0.0000
C: 13.75957 -7.62739 9.38465  0.0000
C: 13.41272 -9.09810 9.19311  0.0000
C: 13.97785 -10.10569 10.00697  0.0000
C: 13.51977 -11.39887 9.88929  0.0000
C: 12.71337 -11.76071 8.84468  0.0000
C: 12.18689 -10.83877 8.01673  0.0000
C: 12.59532 -9.48438 8.14395  0.0000
S: 12.03787 -13.43081 8.90798  0.0001
O: 11.51271 -13.60055 10.28821  0.0002
O: 10.98854 -13.37609 7.83144  0.0006
N: 8.68177 -15.64182 8.05646  0.0032
C: 9.62120 -16.66969 8.31635  0.0275
C: 9.92755 -17.05515 9.69379  0.0490
C: 10.40332 -18.32311 9.92883  0.0141
C: 10.71635 -19.11915 8.86530  0.0495
C: 10.53116 -18.70692 7.53913  0.0215
C: 10.88184 -19.61239 6.45028  0.2664
C: 10.87497 -19.10842 5.16777  0.0688
C: 10.39162 -17.78476 4.93264  0.2117
N: 10.15311 -16.93022 5.93628  0.1912
C: 10.12743 -17.44417 7.31698  0.0319
H: 14.78113 -7.34622 9.16833  0.0000
H: 13.47787 -7.31333 10.31361  0.0000
H: 13.18416 -7.14046 8.63354  0.0000
H: 14.63132 -9.84375 10.76180  0.0000
H: 13.81248 -12.32511 10.41430  0.0000
H: 11.49122 -11.33776 7.36147  0.0000
H: 12.22619 -8.66767 7.68149  0.0000
H: 9.81793 -16.39906 10.48579  0.0038
H: 10.81098 -18.57708 10.84069  -0.0004
H: 11.16363 -20.11419 8.98466  0.0011
H: 11.00031 -20.73437 6.62838  0.0161
H: 10.93065 -19.66801 4.23278  -0.0001
H: 10.32216 -17.49061 3.90390  0.0132
N: 6.63024 -15.80230 6.05444  0.0010
C: 5.89570 -14.86315 6.78181  0.0000
C: 4.78569 -14.22567 6.16195  0.0000
C: 4.07779 -13.30437 6.83814  0.0000
C: 4.45089 -12.94514 8.18085  0.0000
C: 5.46277 -13.58166 8.81815  0.0000
C: 6.23106 -14.52245 8.16703  -0.0001
P: 7.47671 -15.53492 9.04248  0.0022
C: 7.71682 -14.59843 10.58483  -0.0002
C: 8.31600 -13.40956 10.27443  0.0003
C: 8.39968 -12.42469 11.32353  0.0000
C: 7.60019 -12.65847 12.39313  0.0002
C: 6.88312 -13.83562 12.65029  0.0000
C: 6.93590 -14.80842 11.75592  0.0001
C: 6.57469 -17.12013 9.26747  0.0021
C: 7.29225 -18.30497 9.64992  0.0020
C: 6.64776 -19.51658 9.64237  0.0007
C: 5.28285 -19.60281 9.30302  0.0002
C: 4.59618 -18.44001 8.90216  0.0007
C: 5.22191 -17.20219 8.85733  0.0001
H: 6.75645 -15.62805 5.04321  0.0000
H: 7.55596 -16.11622 6.36643  0.0005
H: 4.67069 -14.49660 5.22631  0.0000
H: 3.18650 -12.96684 6.36264  0.0000
H: 3.80226 -12.28769 8.65309  0.0000
H: 5.63191 -13.11571 9.70187  0.0000
H: 9.24690 -13.27618 9.56981  0.0000
H: 8.89123 -11.54477 11.27236  0.0000
H: 7.52915 -11.88640 13.26834  0.0000
H: 6.42788 -14.06754 13.59453  0.0000
H: 6.42191 -15.73990 11.58970  0.0000
H: 8.21943 -18.53179 9.95272  0.0011
H: 7.06486 -20.45583 9.99077  0.0000
H: 4.68111 -20.51513 9.43881  0.0000
H: 3.54117 -18.52533 8.63964  0.0001
H: 4.65441 -16.32139 8.73723  0.0000
F: 12.97866 -13.76789 4.67359  0.0001
C: 11.67247 -13.38664 4.61218  0.0028
F: 11.63084 -12.08995 4.97595  0.0007
F: 11.29860 -13.47629 3.28672  0.0005

The value obtained for the HOMO-LUMO gap (spin up / spin down) is 0.1649 / 0.2400 Ha. The value obtained for the energy above the lowest of the compared OMol25 structures with the same formula, charge and spin is 378.4 kJ/mol. As for the spin multiplicity: 2. As for the charge: -2.